DFT (the ωB97M-V functional and the def2-TZVPD basis) results for 2 unconnected molecules or ions with the total composition C4H9N2O in a non-equilibrium geometry.

CARTESIAN COORDINATES (ANGSTROEM)
C -1.757895 0.133041 0.618605
C -0.553156 -0.482628 -0.075958
C -0.171519 -0.618371 -1.451392
N 1.094736 -1.202279 -1.527363
C 1.350864 -1.744266 -0.305641
N 0.293858 -1.494940 0.524103
H -2.575289 0.151221 -0.005404
H -1.578578 1.222146 0.875138
H -1.801893 -0.464841 1.514210
H -0.555332 0.034207 -2.187505
H 1.706688 -1.254320 -2.368880
H 2.164782 -2.409645 -0.069526
H 0.076002 -1.693971 1.568917
H 0.893362 3.479324 1.755731
H 0.776317 3.451371 0.170970
O 0.637054 2.893951 0.963995

Cartesian forces (eV/Å) of the 3 atoms listed first:
C 3.6 0.9 0.8
C 0.9 -3.2 -3.2
C 0.4 2.3 3.1

Total charge: +1
Frontier orbital gap, eV: 10.391
Energy relative to the best compared isomer or geometry (same formula, charge and spin), kJ/mol: 148.2
Max |F|, hartree/bohr: 0.0898

---

DFT (the ωB97M-V functional and the def2-TZVPD basis) results for a molecular structure, C31H22IIrN6.

CARTESIAN COORDINATES (ANGSTROEM)
Ir 0.545019 -1.012679 0.018771
N 1.608387 0.941003 3.800330
C 1.290284 0.771146 2.528748
N 1.109665 -0.404471 1.976426
C 1.277325 -1.547496 2.776382
N 1.102873 -2.751590 2.242313
N 0.789915 -2.689523 0.985570
C 0.558576 -3.879689 0.254161
C 0.347525 -3.689933 -1.090382
C 0.177654 -4.775228 -1.987533
C 0.096181 -4.539449 -3.333461
C 0.201920 -3.224341 -3.791420
C 0.334957 -2.185802 -2.878207
N 0.367334 -2.370050 -1.561967
C 1.640010 -1.416949 4.161462
C 1.833297 -2.515403 5.011741
C 2.155153 -2.307741 6.331746
C 2.293507 -1.007814 6.834391
C 2.116846 0.086238 6.014747
C 1.793156 -0.128296 4.682132
H 1.735250 1.882453 4.145649
H 1.183823 1.660909 1.922411
H 0.578104 -4.839190 0.747104
H 0.141599 -5.778437 -1.584533
H -0.027102 -5.356994 -4.030504
H 0.178583 -2.994405 -4.846942
H 0.420728 -1.169550 -3.228038
H 1.725844 -3.513608 4.612059
H 2.304309 -3.153737 6.988271
H 2.542846 -0.856437 7.875943
H 2.231045 1.092696 6.399338
I -2.282352 -0.693283 0.339450
C -2.611490 -0.237464 -1.701936
C -3.848045 -0.635044 -2.118175
C -4.232810 -0.484619 -3.465970
C -3.347568 0.029548 -4.359750
C -2.061474 0.461481 -3.951128
C -1.180925 1.006689 -4.920194
C 0.046776 1.480668 -4.573546
C 0.442057 1.430211 -3.223860
C -0.375578 0.889374 -2.276993
C -1.663583 0.364027 -2.583802
H -4.542699 -1.081510 -1.419524
H -5.220794 -0.796592 -3.776154
H -3.615128 0.126729 -5.404477
H -1.514925 1.049716 -5.949391
H 0.710971 1.902946 -5.315070
H 1.411659 1.809193 -2.924689
N 0.144743 0.854531 -0.916784
C 0.293612 1.924021 -0.308040
C 0.117175 3.238164 0.081708
C -1.137995 3.621465 0.627386
C -1.313404 4.910688 1.078210
C -0.271276 5.835574 1.011762
C 0.965178 5.461688 0.486306
C 1.175745 4.179273 0.030422
H -1.944782 2.900599 0.670506
H -2.274737 5.206288 1.477058
H -0.424290 6.845990 1.365006
H 1.768263 6.184288 0.428748
H 2.133066 3.889729 -0.383786

Cartesian forces (eV/Å) of the 3 atoms listed first:
Ir 0.4 -0.4 0.4
N 0.1 0.0 0.1
C 0.1 0.0 0.0

Total charge: +2
Frontier orbital gap (spin up / spin down), eV: 6.508 / 5.440
⟨S²⟩: 6.09
Max |F|, hartree/bohr: 0.0122
Multiplicity: 5

---

DFT (the ωB97M-V functional and the def2-TZVPD basis) results for a molecular structure, C16H10ClF5SZn in a non-equilibrium geometry.

CARTESIAN COORDINATES (ANGSTROEM)
C -1.081662 0.961227 -2.229766
C -2.082960 -0.013656 -2.492770
C -1.429571 -1.220742 -2.826376
H -3.168279 0.158287 -2.485345
C -0.035802 -1.029704 -2.783882
C 0.207551 0.323751 -2.405340
H 1.167988 0.842007 -2.421093
H -1.234734 2.034747 -2.069640
H -1.934339 -2.139661 -3.167090
H 0.733736 -1.765060 -3.047303
Zn -0.366795 0.157501 -0.055967
Cl -1.797762 1.602568 0.886606
C -1.241594 -1.939663 1.535588
C -0.522247 -2.887716 0.732860
C -1.358320 -3.265754 -0.356203
H 0.471393 -3.285898 0.954681
C -2.599517 -2.589096 -0.218550
C -2.547675 -1.786449 0.960847
H -3.351312 -1.156011 1.361243
H -0.893269 -1.481123 2.459711
H -1.097789 -3.980164 -1.137706
H -3.474539 -2.709506 -0.857680
F 3.007867 4.437924 2.937280
C 2.635577 3.296919 2.283324
C 3.111543 3.057968 1.013097
F 3.950523 3.932975 0.403893
C 2.772905 1.887405 0.376100
F 3.201737 1.655563 -0.890761
C 1.982703 0.909839 1.006827
S 1.725650 -0.620894 0.260061
C 1.471797 1.226792 2.282175
F 0.656476 0.333751 2.902835
C 1.795104 2.400385 2.921095
F 1.325613 2.651490 4.167250

Cartesian forces (eV/Å) of the 3 atoms listed first:
C 0.4 -0.2 -0.2
C 0.2 0.1 -0.3
C -0.2 0.0 -0.8

Total charge: -2
Frontier orbital gap, eV: 4.893
Max |F|, hartree/bohr: 0.0337

---

DFT (the ωB97M-V functional and the def2-TZVPD basis) results for a molecular structure, C26H31N6O2STa.

CARTESIAN COORDINATES (ANGSTROEM)
Ta 0.490369 0.549118 -0.150733
C -0.615787 0.961326 -3.169758
N -1.171773 0.562615 -1.849634
C -2.253151 1.534414 -1.494340
C -1.730941 2.898086 -1.052399
C -1.454644 2.950869 0.438830
N -0.569644 1.853148 0.849847
C -0.724593 1.431726 2.258824
C 0.561255 1.360455 3.077681
C 0.577252 1.787232 4.399602
C 1.694038 1.575198 5.192906
C 2.802173 0.916543 4.673524
C 2.809116 0.488811 3.354438
C 1.694204 0.723910 2.577533
O 1.702745 0.350674 1.240252
C -1.821007 -0.782905 -1.990068
C -0.932464 -1.901607 -2.520590
C 0.248785 -2.287010 -1.635491
N 1.136353 -1.122894 -1.440006
C 2.252234 -1.095253 -2.091801
C 3.120425 0.042047 -2.287344
C 4.333791 -0.156797 -2.961716
C 5.138699 0.913942 -3.287050
C 4.721574 2.204935 -2.971468
C 3.515584 2.435284 -2.323415
C 2.737057 1.354628 -1.972034
O 1.548095 1.551509 -1.326612
H -1.375403 0.804208 -3.939765
H 0.264530 0.375720 -3.413980
H -0.332581 2.008570 -3.160623
H -2.844788 1.081696 -0.695347
H -2.906774 1.629091 -2.365784
H -2.471877 3.660676 -1.291340
H -0.832132 3.175040 -1.608090
H -2.399580 2.860833 0.983549
H -1.004089 3.905828 0.717472
H -1.419220 2.092002 2.777091
H -0.293307 2.283109 4.812887
H 1.699176 1.921128 6.217116
H 3.672334 0.747204 5.293065
H 3.671690 0.003030 2.918242
H -2.666703 -0.657866 -2.674798
H -2.221335 -1.065965 -1.018332
H -0.577326 -1.678521 -3.528644
H -1.571438 -2.781606 -2.610321
H 0.814012 -3.102188 -2.090330
H -0.115413 -2.632070 -0.672526
H 2.551849 -2.010375 -2.605380
H 4.631495 -1.164905 -3.224229
H 6.079046 0.754397 -3.794620
H 5.344277 3.048747 -3.237807
H 3.187197 3.435182 -2.075308
S -2.063717 -0.673121 3.590792
C -1.215855 -0.003603 2.257413
N -0.836166 -0.759824 1.280496
C -4.357009 -3.808248 0.702856
C -3.144701 -3.160262 1.270339
N -2.197429 -2.639432 0.572980
C -1.179776 -2.180742 1.502347
C -1.778250 -2.377947 2.928560
N -2.957177 -3.119876 2.626445
H -4.448151 -3.562826 -0.350880
H -5.254861 -3.491671 1.232731
H -4.272106 -4.891698 0.802531
H -0.262674 -2.764139 1.391771
H -1.122028 -2.880377 3.633323
H -3.603487 -3.479203 3.307117

Cartesian forces (eV/Å) of the 3 atoms listed first:
Ta -0.8 -0.3 0.0
C -0.1 0.0 0.0
N 0.1 0.0 0.2

Total charge: +2
Frontier orbital gap, eV: 7.709
Energy relative to the best compared isomer or geometry (same formula, charge and spin), kJ/mol: 69.7
Max |F|, hartree/bohr: 0.0163

---

DFT (the ωB97M-V functional and the def2-TZVPD basis) results for 2 unconnected molecules or ions with the total composition C26H23N3O2 in a non-equilibrium geometry.

CARTESIAN COORDINATES (ANGSTROEM)
C -0.945637 4.669331 -0.564878
C -1.710549 3.526467 -0.053395
N -2.991745 3.290219 -0.427899
C -3.755044 4.104263 -1.363041
C -3.495115 2.167190 0.232747
C -2.480158 1.683307 1.091700
C -2.760419 0.583290 1.891406
C -4.071503 0.074389 1.909765
C -5.070598 0.583397 1.056025
C -4.776114 1.633389 0.174246
C -1.337461 2.584242 0.948626
C -0.201283 2.663064 1.749348
C -0.203931 2.335612 3.149491
C -1.384405 2.434278 3.937382
C -1.382602 2.085584 5.283942
C -0.199140 1.656032 5.902673
C 0.989651 1.597847 5.160341
C 0.994894 1.990251 3.825730
H -0.046279 4.790823 0.042860
H -0.642771 4.505708 -1.609721
H -1.520569 5.605441 -0.529453
H -4.744395 3.656331 -1.486499
H -3.867611 5.131961 -0.983752
H -3.252316 4.134627 -2.338914
H -1.955910 0.141959 2.476520
H -4.325089 -0.733441 2.600208
H -6.074262 0.148292 1.066977
H -5.497673 2.027144 -0.543168
H 0.688428 3.133999 1.330276
H -2.295325 2.830698 3.487863
H -2.308576 2.155647 5.860383
H -0.204057 1.383922 6.959006
H 1.913723 1.249229 5.631995
H 1.930100 2.016909 3.267770
C 3.580297 1.636987 1.102143
C 2.438780 1.479017 0.158889
C 1.401355 0.591451 0.458601
N 0.535909 -0.157044 0.742664
C 2.569250 1.945613 -1.187621
C 3.480786 3.009017 -1.514006
C 3.659990 3.425360 -2.816391
C 2.976851 2.764225 -3.860075
N 3.127192 3.225580 -5.199164
O 2.500587 2.641522 -6.113747
O 3.870925 4.209261 -5.422317
C 2.085863 1.705453 -3.579197
C 1.857860 1.328907 -2.264055
H 3.908666 2.682094 1.161786
H 3.296377 1.286585 2.097780
H 4.449219 1.040573 0.777317
H 4.018646 3.527960 -0.714737
H 4.324294 4.249164 -3.068500
H 1.585371 1.211414 -4.410380
H 1.152857 0.518581 -2.050169

Cartesian forces (eV/Å) of the 3 atoms listed first:
C 0.4 0.4 -0.2
C -0.9 -0.6 -0.2
N 1.2 0.4 -0.1

Total charge: 0
Frontier orbital gap, eV: 3.634
Energy relative to the best compared isomer or geometry (same formula, charge and spin), kJ/mol: 720.1
Max |F|, hartree/bohr: 0.0362

---

DFT (the ωB97M-V functional and the def2-TZVPD basis) results for 8 unconnected molecules or ions with the total composition C34H64F3IN9O12P2S in a non-equilibrium geometry.

CARTESIAN COORDINATES (ANGSTROEM)
C -1.997480 3.877177 4.943150
C -2.647966 2.659521 4.169990
C -1.937230 2.260474 2.808627
I -0.002567 3.307344 2.538172
C -1.863475 0.678357 2.523468
C -1.408468 -0.341738 3.652448
C -0.520261 0.234613 4.831263
O 0.247116 -0.895863 5.358917
C -0.575594 -1.759084 6.130041
C -0.695221 -3.215116 5.550983
F -1.906357 -3.441430 4.905151
F -0.687834 -4.093033 6.629512
F 0.348193 -3.596442 4.758556
S -0.393885 0.597901 1.343279
C -1.496376 0.945576 -0.016428
C -0.761278 1.615275 -1.223237
O -0.888246 3.059351 -1.207410
N -2.226779 3.403909 -1.175088
O -2.507754 3.991248 -0.197480
N -2.771734 0.593256 0.169934
P -3.979667 0.810079 -1.102332
O -3.408900 0.672414 -2.484556
C -2.958366 0.029155 1.543444
C -3.081849 -1.552960 1.487530
C -1.978765 -2.257746 0.630988
C -1.962236 -2.225386 -0.852736
C -0.906264 -2.949638 -1.574330
C 0.148970 -3.710026 -0.873350
C 0.157135 -3.731478 0.591206
C 1.222641 -4.455866 1.466447
C -0.919813 -3.020743 1.273828
P -4.594278 0.528856 2.462263
C -6.104452 0.036164 1.475408
O -4.728552 -0.363642 3.899817
H -2.649326 4.176803 5.817370
H -1.967193 4.791366 4.285454
H -0.989545 3.635969 5.378431
H -3.703079 2.985566 3.938109
H -2.759427 1.788538 4.873750
H -2.574660 2.694076 1.983054
H -2.243815 -0.919891 4.126921
H -0.766699 -1.115245 3.136677
H -1.156755 0.612691 5.682762
H 0.241586 0.996055 4.537283
H -1.607239 -1.375686 6.336828
H -0.078394 -1.866116 7.139041
H -1.000581 1.180938 -2.225470
H 0.338718 1.431738 -1.061262
H -4.543196 2.129838 -1.027405
H -4.991066 -0.198317 -0.978370
H -4.059450 -1.776755 0.960842
H -3.199819 -2.015208 2.507833
H -2.766042 -1.684453 -1.418706
H -0.854861 -2.988711 -2.690190
H 0.948092 -4.272425 -1.405437
H 0.795325 -5.269738 2.110666
H 2.098672 -4.810284 0.872286
H 1.620499 -3.676924 2.176299
H -0.927416 -3.062482 2.396230
H -6.134369 -1.044828 1.163385
H -6.276180 0.734185 0.610937
H -6.986418 0.186306 2.165381
H -5.029842 -1.275268 3.690208
O 3.519144 -2.673626 -0.280030
C 4.041513 -2.611992 -1.382687
N 3.337824 -2.204955 -2.472818
C 5.481770 -2.974915 -1.625769
H 3.730248 -2.139999 -3.403754
H 2.371521 -1.957181 -2.333026
H 5.638982 -4.015293 -1.339264
H 6.117573 -2.329851 -1.018517
H 5.759337 -2.854695 -2.672542
O 5.009583 -2.337537 -4.856352
C 4.849851 -2.485848 -6.063199
N 4.859304 -1.429529 -6.905140
C 4.634189 -3.833703 -6.696798
H 4.732354 -1.507273 -7.898699
H 5.002258 -0.515684 -6.506387
H 3.736238 -4.285641 -6.274637
H 5.495085 -4.467903 -6.484567
H 4.512811 -3.760260 -7.777790
O -5.972710 4.566369 -5.267732
C -5.288309 3.969913 -4.457424
N -5.148157 2.615125 -4.518724
C -4.550292 4.659742 -3.339919
H -4.591675 2.079208 -3.871665
H -5.632627 2.131335 -5.258541
H -5.268273 5.184114 -2.708474
H -3.847907 5.376727 -3.766736
H -3.995462 3.951568 -2.724777
O -1.981054 6.412561 -8.127122
C -2.244945 5.369760 -7.560238
N -3.411289 5.213688 -6.877401
C -1.318992 4.179606 -7.564194
H -3.666729 4.370780 -6.396832
H -4.048956 5.993915 -6.859038
H -0.368270 4.467539 -7.114597
H -1.153267 3.861627 -8.593469
H -1.731978 3.340092 -7.001563
O 1.921519 1.987499 6.262004
C 2.574947 1.343270 7.063723
N 2.668596 -0.005658 6.952492
C 3.311374 1.970339 8.217453
H 3.189960 -0.582218 7.588527
H 2.180098 -0.443916 6.182769
H 2.596954 2.493725 8.853115
H 4.041402 2.680530 7.829075
H 3.834369 1.226312 8.819303
O 3.528651 -3.725825 3.232702
C 4.138546 -4.314338 4.106633
N 3.497911 -4.801763 5.205624
C 5.624642 -4.550215 4.049790
H 3.962156 -5.292913 5.948456
H 2.502715 -4.656994 5.266697
H 6.135354 -3.588430 4.002491
H 5.858147 -5.130587 3.157235
H 5.984776 -5.094280 4.924077
O 3.530433 1.319761 -7.841452
C 3.506567 2.144602 -6.945367
N 2.479484 2.181927 -6.053190
C 4.588332 3.174124 -6.750445
H 2.419970 2.844216 -5.300872
H 1.743144 1.503464 -6.163215
H 4.656750 3.791083 -7.646294
H 5.538340 2.665345 -6.585508
H 4.386246 3.820939 -5.895782

Cartesian forces (eV/Å) of the 3 atoms listed first:
C -0.5 0.1 0.4
C -0.3 0.8 0.6
C -1.6 -0.2 0.2

Total charge: +1
Frontier orbital gap, eV: 6.219
Energy relative to the best compared isomer or geometry (same formula, charge and spin), kJ/mol: 251.8
Max |F|, hartree/bohr: 0.0726

---

DFT (the ωB97M-V functional and the def2-TZVPD basis) results for a gas-phase ion, C5H6N3OS (charge +1) in a non-equilibrium geometry.

CARTESIAN COORDINATES (ANGSTROEM)
C 2.916648 0.774413 0.594870
C 1.631522 -1.451202 -0.251692
C -0.523801 -0.376057 -0.157053
C 3.687508 1.655226 0.101478
C -3.905853 0.066167 0.394908
N -1.688068 -0.034027 -0.264252
N -2.746582 0.503010 -0.354210
N 0.399425 -1.247591 -0.753955
O 2.481778 -2.194313 -0.496743
S 1.867162 -0.183852 1.279445
H 4.661024 1.366449 0.071237
H 3.508582 2.641649 -0.282420
H -4.688989 0.053121 -0.283102
H -4.126990 0.847523 1.205902
H -3.737616 -0.877681 0.888614
H 0.264243 -1.542832 -1.693023

Cartesian forces (eV/Å) of the 3 atoms listed first:
C -1.4 -0.3 0.4
C -1.1 1.2 1.0
C 0.9 0.4 1.0

Total charge: +1
Frontier orbital gap (spin up / spin down), eV: 7.426 / 7.426
Energy relative to the best compared isomer or geometry (same formula, charge and spin), kJ/mol: 389.3
Max |F|, hartree/bohr: 0.0630

---

total charge of number 7 (C5H6N3OS)?
+1

---

Which of these has the lowest total charge?
C16H10ClF5SZn